14
Properties=species:S:1:pos:R:3 method="wB97M-V/def2-TZVPD" de_lowest_kcal_mol=81.82 orbital_gap_ev=10.85 total_energy_ha=-361.75046 lumo_energy_ev=0.98
C -1.3281 -1.1089 -0.2048
C -0.3850 0.0519 -0.0832
N -0.6546 1.1440 0.5205
O -1.9395 1.1272 1.0414
C 0.9753 -0.0458 -0.6923
C 2.1550 0.4369 0.0169
O 1.8658 -0.9545 -0.0547
H -2.2369 -0.8135 -0.7400
H -0.8532 -1.9451 -0.7236
H -1.6397 -1.4403 0.7910
H -2.0085 1.9933 1.4628
H 0.9980 -0.0985 -1.7834
H 3.0289 0.7611 -0.5467
H 2.0225 0.8924 0.9962